Record 1
Molecular formula: C3H4NaO3
Method: DFT, ωB97M-V/def2-TZVPD

Positions of all 11 atoms, in Å:
O  2.2789  1.2018  -0.1377
C  1.4129  0.3017  -0.2230
O  1.6812  -0.9172  -0.3172
O  0.1259  0.7226  -0.2120
C  -0.8924  -0.1517  0.1425
C  -2.1655  0.2430  -0.2077
H  -0.6263  -1.2031  -0.0176
H  -2.9573  -0.5041  -0.2311
H  -2.4096  1.2948  -0.3598
Na  4.2638  -0.3648  -0.3120
H  -0.7116  -0.6230  1.8756

Atoms 1-6, force components in eV/Å:
0.2074 0.1775 -0.2028
1.7855 -0.5348 0.3016
-0.0805 -0.3950 -0.0398
-0.9599 0.4752 0.8747
0.5106 -1.1004 -0.9937
-0.0468 0.0715 0.7383

energy relative to the best compared isomer or geometry (same formula, charge and spin) = 1.434 eV
gap between HOMO and LUMO (spin up / spin down) = 6.47 / 7.49 eV
spin multiplicity = 2

Record 2
Molecular formula: C13H36CuO15
Method: DFT, ωB97M-V/def2-TZVPD

Positions of all 65 atoms, in Å:
Cu  -2.6511  -0.2666  -1.4578
C  -0.2033  -0.1042  0.0814
O  -1.2633  0.5945  0.3534
O  0.1420  -0.2829  -1.1549
O  0.3273  -0.8097  1.0082
C  -2.7223  3.9978  0.3371
C  -3.4026  2.9677  -0.5741
O  -3.7448  1.8053  0.1946
O  -1.3318  3.6282  0.5136
H  -3.1945  4.1133  1.3146
H  -2.5927  4.9892  -0.1026
H  -2.7538  2.5823  -1.3663
H  -4.2997  3.4471  -0.9741
H  -2.9321  1.5119  0.6363
H  -1.2176  2.6608  0.5398
C  -1.7361  1.0581  3.9299
C  -0.4215  0.4824  4.4999
O  0.6816  0.4481  3.6117
O  -2.2332  0.1401  2.9831
H  -1.5875  2.0436  3.4815
H  -2.3534  1.0729  4.8316
H  -0.6216  -0.5788  4.7116
H  -0.0819  0.8742  5.4623
H  0.3867  0.0021  2.7982
H  -1.6933  0.2319  2.1769
C  3.6891  -1.5894  -0.0755
C  4.1151  -0.5179  0.9257
O  3.1901  0.5558  0.8999
O  2.7223  -2.4463  0.5101
H  4.5858  -2.1645  -0.3273
H  3.2533  -1.1935  -0.9942
H  5.0660  -0.0772  0.6180
H  4.2048  -0.9841  1.9108
H  2.2989  0.2647  1.1348
H  1.9641  -1.9160  0.8087
C  0.8996  2.9774  -2.3567
C  -0.1779  2.6016  -3.4000
O  -0.9947  1.5322  -2.9420
O  1.8049  1.8976  -2.2342
H  0.3299  3.2619  -1.4685
H  1.4649  3.8149  -2.7652
H  0.2638  2.3808  -4.3774
H  -0.7727  3.5015  -3.5966
H  -0.4671  1.0232  -2.2918
H  1.4447  1.2005  -1.6573
C  -0.3019  -1.7957  -4.2069
C  1.0700  -1.1199  -4.0819
O  1.7658  -1.6258  -2.9514
O  -1.0900  -1.6288  -3.0310
H  -0.1650  -2.8785  -4.2910
H  -0.8937  -1.4866  -5.0682
H  1.0218  -0.0327  -3.9638
H  1.6912  -1.2469  -4.9692
H  1.3834  -1.2373  -2.1471
H  -0.4705  -1.5835  -2.2815
C  -0.1778  -3.6066  2.9902
C  -0.2243  -4.3330  1.6253
O  -0.8943  -3.5375  0.6138
O  0.8712  -2.6629  3.0084
H  -0.1165  -4.3334  3.8019
H  -1.1532  -3.1157  3.1052
H  -0.5974  -5.3575  1.6709
H  0.7419  -4.4217  1.1173
H  -0.5434  -2.6347  0.6628
H  0.6984  -2.0937  2.2390

Atoms 1-6, force components in eV/Å:
1.3036 0.6012 0.3585
-0.8913 -2.0071 0.0000
-0.1287 0.2471 -0.6691
0.1958 0.9419 0.5640
0.4687 0.7884 -0.0427
2.0558 -0.5481 -0.7194

energy relative to the best compared isomer or geometry (same formula, charge and spin) = 0.000 eV
gap between HOMO and LUMO = 7.89 eV
charge = -1

Record 3
Molecular formula: C9H12N2O
Method: DFT, ωB97M-V/def2-TZVPD

Positions of all 24 atoms, in Å:
C  -0.6193  0.0130  2.3674
C  -0.2101  -0.6172  1.0417
C  -1.4411  -1.1314  0.2109
C  -2.2490  -0.1944  -0.6051
C  -1.2640  0.8325  -1.2427
C  0.2151  0.8253  -0.8557
N  1.0784  1.1787  -1.8071
C  2.4058  0.9353  -1.7444
C  2.9850  0.2629  -0.6828
C  2.1064  -0.1087  0.3489
O  2.5043  -0.7021  1.3438
N  0.7602  0.1803  0.2646
H  -1.5787  -0.4165  2.7162
H  -0.6182  1.1187  2.1895
H  0.2981  -0.2855  3.0481
H  0.2610  -1.5662  1.3328
H  -1.0303  -1.8211  -0.5573
H  -2.0692  -1.7805  0.7571
H  -3.1774  0.2190  -0.1938
H  -2.5275  -0.8523  -1.4845
H  -1.7095  1.7916  -0.9750
H  -1.1739  0.6895  -2.3596
H  2.9552  1.2650  -2.6203
H  4.0990  0.1639  -0.4927

Atoms 1-6, force components in eV/Å:
2.2910 0.2348 0.4473
-1.2828 -1.6177 0.6116
2.0734 -0.4842 -0.8620
0.5017 -0.4728 -2.4351
-0.1803 0.4473 -0.2626
3.1580 -1.4136 -0.8767

energy relative to the best compared isomer or geometry (same formula, charge and spin) = 1.331 eV
gap between HOMO and LUMO = 9.12 eV
SMILES = C[C@H]1CCCc2nccc(=O)n21

Record 4
Molecular formula: C2H5O2S
Method: DFT, ωB97M-V/def2-TZVPD

Positions of all 10 atoms, in Å:
C  -0.5715  -1.0600  1.2318
S  -1.7347  0.2304  0.6581
H  0.1347  -0.7190  1.9975
H  0.0128  -1.5085  0.4277
H  -1.2479  -1.7442  1.7531
O  1.8998  1.8324  -0.9126
C  1.1208  1.0036  -1.3427
O  -0.1505  1.0785  -1.5608
H  1.5276  0.0240  -1.6822
H  -0.9911  0.8629  -0.5701

Atoms 1-6, force components in eV/Å:
-0.3053 0.4628 0.4289
-0.0482 0.3815 -0.1773
-0.0630 0.2812 -0.2188
-0.3025 -0.1991 -0.0303
0.4214 -0.4533 -0.3599
0.0386 0.4100 0.3442

energy relative to the best compared isomer or geometry (same formula, charge and spin) = 0.732 eV
gap between HOMO and LUMO = 7.90 eV
charge = -1

Record 5
Molecular formula: C53H57MoOP2S
Method: DFT, ωB97M-V/def2-TZVPD

Positions of all 115 atoms, in Å:
Mo  0.2046  -0.0147  -0.1173
O  2.8550  0.9719  1.5770
S  1.6949  0.1265  1.9047
C  2.1725  -1.4404  2.5020
C  3.2830  -1.5221  3.3341
C  3.5007  -2.7198  3.9941
C  2.6036  -3.7778  3.8420
C  1.5267  -3.6810  2.9708
C  1.3177  -2.5024  2.2587
P  0.0737  -2.4124  0.9379
C  0.3895  -3.9428  0.0202
C  1.6628  -4.5183  0.0254
C  1.9022  -5.6910  -0.6758
C  0.8737  -6.3060  -1.3791
C  -0.4012  -5.7543  -1.3703
C  -0.6424  -4.5809  -0.6698
C  -1.5426  -2.5145  1.7269
C  -2.1978  -3.7197  1.9838
C  -3.3979  -3.7051  2.6837
C  -3.9442  -2.5052  3.1265
C  -3.2875  -1.3047  2.8851
C  -2.0853  -1.3176  2.1970
C  0.7429  0.7853  3.2276
C  0.9892  0.4717  4.5598
C  0.2295  1.1034  5.5308
C  -0.7571  2.0148  5.1706
C  -0.9884  2.3214  3.8357
C  -0.2258  1.7119  2.8484
P  -0.3750  2.2081  1.1026
C  -2.1044  2.7082  0.9539
C  -2.5445  3.9772  1.3479
C  -3.9047  4.2514  1.3969
C  -4.8319  3.2682  1.0729
C  -4.4025  2.0034  0.6949
C  -3.0446  1.7294  0.6354
C  0.6689  3.6736  0.9445
C  1.8222  3.8123  1.7177
C  2.6105  4.9445  1.5840
C  2.2552  5.9471  0.6923
C  1.0941  5.8288  -0.0609
C  0.3035  4.6978  0.0681
H  3.9484  -0.6747  3.4593
H  4.3618  -2.8263  4.6422
H  2.7679  -4.7000  4.3853
H  0.8827  -4.5393  2.8139
H  2.4806  -4.0581  0.5670
H  2.8932  -6.1285  -0.6655
H  1.0604  -7.2278  -1.9156
H  -1.2141  -6.2493  -1.8883
H  -1.6455  -4.1974  -0.6250
H  -1.7864  -4.6632  1.6509
H  -3.9073  -4.6388  2.8876
H  -4.8792  -2.5081  3.6734
H  -3.7029  -0.3696  3.2427
H  -1.5572  -0.3819  2.0632
H  1.7329  -0.2581  4.8474
H  0.4003  0.8734  6.5752
H  -1.3536  2.4912  5.9384
H  -1.7604  3.0328  3.5708
H  -1.8404  4.7442  1.6391
H  -4.2414  5.2353  1.6988
H  -5.8920  3.4885  1.1171
H  -5.1276  1.2380  0.4436
H  -2.7247  0.7390  0.3392
H  2.1218  3.0497  2.4216
H  3.5027  5.0468  2.1885
H  2.8724  6.8317  0.6009
H  0.7952  6.6242  -0.7325
H  -0.6273  4.6425  -0.4738
C  0.0642  -1.1089  -2.1252
C  1.2004  -0.2238  -2.2287
C  0.6472  1.1224  -2.3516
C  -0.7320  1.0155  -2.0124
C  -1.1350  -0.3507  -2.0982
C  -2.5126  -0.8348  -2.5174
C  -2.8575  -2.2105  -1.9703
C  -2.3805  -0.9280  -4.0587
C  -3.6401  0.1377  -2.1907
C  1.1712  2.3743  -3.0556
C  2.5176  2.9039  -2.5518
C  1.2452  1.9623  -4.5513
C  0.1252  3.4918  -3.0244
C  2.6491  -0.7495  -2.3036
C  2.6451  -2.2484  -2.0244
C  3.2686  -0.5622  -3.7000
C  3.5447  -0.1032  -1.2368
H  0.1129  -2.1807  -2.2432
H  -1.4265  1.8378  -2.0163
H  -2.2111  -2.9785  -2.3946
H  -3.8841  -2.4606  -2.2460
H  -2.7948  -2.2369  -0.8789
H  -1.5446  -1.5623  -4.3635
H  -2.2546  0.0604  -4.5093
H  -3.2988  -1.3629  -4.4583
H  -3.9152  0.1023  -1.1379
H  -4.5214  -0.1581  -2.7621
H  -3.4156  1.1720  -2.4635
H  3.3354  2.2103  -2.7351
H  2.4876  3.1394  -1.4839
H  2.7500  3.8253  -3.0892
H  2.0780  1.3133  -4.7846
H  1.3597  2.8823  -5.1286
H  0.3174  1.4846  -4.8847
H  -0.1237  3.8110  -2.0219
H  -0.7925  3.2100  -3.5474
H  0.5371  4.3530  -3.5513
H  2.1668  -2.8336  -2.8154
H  2.1509  -2.4731  -1.0843
H  3.6772  -2.5927  -1.9396
H  2.5880  -0.8447  -4.5049
H  4.1363  -1.2222  -3.7568
H  3.6292  0.4489  -3.8722
H  3.4020  -0.5877  -0.2688
H  3.3805  0.9626  -1.0999
H  4.5942  -0.2496  -1.5028

Atoms 1-6, force components in eV/Å:
-0.0617 0.1463 -0.3184
-0.4618 -0.3700 0.3612
0.4543 0.4819 -0.8186
0.1755 -0.0062 0.1735
-0.0123 -0.0726 -0.0454
0.0022 -0.1298 0.0572

gap between HOMO and LUMO (spin up / spin down) = 6.02 / 6.71 eV
spin multiplicity = 3
charge = +3

Record 6
Molecular formula: H10N2Si4
Method: DFT, ωB97M-V/def2-TZVPD

Positions of all 16 atoms, in Å:
N  1.0321  -0.2685  0.1737
N  -2.1277  -0.8111  0.2463
Si  2.7108  -0.6797  0.1229
Si  -0.4190  -1.2803  0.1046
Si  0.6331  1.4333  0.0113
Si  -3.3356  0.2474  -0.0461
H  3.3670  0.5504  -0.4778
H  3.0399  -0.5528  1.5833
H  -0.4213  -1.7961  -1.2381
H  -0.6740  -2.4498  0.9807
H  -0.4600  1.6728  0.8586
H  -0.1231  1.7073  -1.1660
H  1.8326  2.2945  0.1142
H  2.9916  -1.7360  -0.9001
H  -4.8374  -0.0455  -0.2938
H  -3.2091  1.7138  -0.0736

Atoms 1-6, force components in eV/Å:
-1.5486 0.3422 0.0829
-0.4613 2.0653 -0.7852
-0.0654 1.6055 -0.2275
-1.9570 -0.5595 -0.0022
0.7836 -0.7892 -0.1575
0.7866 -1.2163 0.2306

energy relative to the best compared isomer or geometry (same formula, charge and spin) = 1.989 eV
gap between HOMO and LUMO = 8.91 eV

One value per record, in order, for strongest force on any atom: 1.9; 2.2; 3.9; 1.1; 1.1; 2.3 eV Å⁻¹.
One value per record, in order, for total energy: -504.64308; -3286.00976; -534.86246; -627.91391; -3277.21579; -1273.43263 Eh.